(1)
{"formula": "C4H9OP", "method": "the ωB97M-V functional and the def2-TZVPD basis", "charge": 0, "total_energy_ev": -15621.7648, "spin_multiplicity": 3, "homo_lumo_gap_ev": [5.00, 5.16], "s_squared": 2.014, "de_lowest_kcal_mol": 118.5, "species": ["C", "C", "C", "C", "O", "P", "H", "H", "H", "H", "H", "H", "H", "H", "H"], "xyz": [[0.299, -0.590, -2.185], [-0.330, -0.172, -1.116], [-0.688, -1.054, 1.696], [0.417, 0.305, 0.146], [-0.365, 0.294, 1.310], [0.838, 2.094, -0.285], [-0.278, -0.725, -2.993], [1.410, -0.824, -2.292], [-1.406, 0.039, -1.058], [-1.302, -0.881, 2.666], [0.209, -1.610, 1.661], [-1.421, -1.649, 1.087], [1.305, -0.403, 0.221], [1.584, 2.484, 0.762], [-0.273, 2.693, 0.382]], "forces_ev_per_a": [[5.190, -0.949, -1.489], [-1.529, 2.852, 5.737], [-2.924, 1.177, 1.076], [-0.813, -1.670, -1.899], [-0.246, -0.550, -0.504], [-1.019, -2.082, -0.062], [-1.612, -0.528, -3.274], [-1.748, 0.273, 0.531], [0.365, -0.227, -0.302], [1.788, -0.769, -1.102], [1.052, -0.870, 0.938], [0.547, 1.076, -0.310], [-0.408, 1.242, 0.283], [2.149, 1.315, 0.739], [-0.793, -0.289, -0.361]]}

=====

(2)
{"formula": "C4H9OP", "method": "the ωB97M-V functional and the def2-TZVPD basis", "charge": 0, "total_energy_ev": -15624.7983, "spin_multiplicity": 3, "homo_lumo_gap_ev": [6.97, 7.37], "s_squared": 2.008, "de_lowest_kcal_mol": 48.5, "species": ["C", "C", "C", "C", "O", "P", "H", "H", "H", "H", "H", "H", "H", "H", "H"], "xyz": [[-0.761, 0.299, -0.787], [-1.382, -0.982, -0.293], [1.540, -0.640, 0.112], [0.658, 0.602, -0.300], [-1.382, 1.176, -1.580], [0.433, 1.582, 1.374], [-0.830, -1.459, 0.410], [-1.523, -1.570, -1.251], [-2.264, -0.646, 0.201], [2.626, -0.426, 0.164], [1.510, -1.048, 1.089], [1.395, -1.391, -0.717], [1.143, 1.257, -1.184], [-0.655, 0.854, 1.911], [-0.509, 2.392, 0.851]], "forces_ev_per_a": [[1.977, -0.393, 0.217], [-1.775, 2.047, -3.934], [0.712, 0.342, -3.040], [0.180, 1.227, -0.315], [0.452, -0.891, 0.819], [1.094, -0.385, -0.256], [2.061, -1.383, 1.738], [-0.476, -0.020, 1.468], [-1.412, -0.519, 0.080], [-0.423, 0.605, -0.831], [-1.489, -0.516, 1.027], [0.304, 0.299, 1.216], [-0.597, -1.285, 2.452], [0.250, -0.598, -0.050], [-0.859, 1.469, -0.590]]}

=====

(3)
{"formula": "C4H9OP3", "method": "the ωB97M-V functional and the def2-TZVPD basis", "charge": 0, "total_energy_ev": -34202.4495, "homo_lumo_gap_ev": [7.83, 7.15], "de_lowest_kcal_mol": 66.3, "species": ["C", "C", "C", "C", "O", "P", "P", "P", "H", "H", "H", "H", "H", "H", "H", "H", "H"], "xyz": [[4.600, 0.987, 0.382], [-3.141, 0.106, 0.217], [-1.685, -0.249, 0.476], [-0.993, -0.758, -0.784], [0.235, -1.388, -0.496], [2.919, -1.969, 0.276], [3.458, 2.008, -0.163], [1.599, -0.511, -0.139], [4.535, -0.091, 0.555], [-3.216, 0.940, -0.476], [-3.671, -0.741, -0.210], [-3.635, 0.381, 1.146], [-1.624, -1.040, 1.225], [-1.151, 0.625, 0.856], [-1.609, -1.538, -1.240], [-0.848, 0.050, -1.509], [4.227, 3.188, -0.114]], "forces_ev_per_a": [[-0.676, -0.272, -0.143], [0.186, -0.005, 0.060], [0.065, -0.079, -0.188], [-0.617, 0.277, 0.112], [1.081, -0.085, 0.269], [-0.164, 0.388, -0.059], [0.285, 0.302, -0.019], [-0.736, -1.168, -0.107], [0.534, 0.093, 0.147], [-0.101, 0.121, -0.092], [-0.115, -0.088, -0.052], [-0.085, 0.074, 0.015], [0.058, 0.017, 0.063], [0.065, -0.056, 0.094], [0.030, 0.136, -0.092], [-0.064, 0.010, -0.037], [0.255, 0.335, 0.027]]}

=====

(4)
{"formula": "C4H9OS", "method": "the ωB97M-V functional and the def2-TZVPD basis", "charge": -1, "total_energy_ev": -17176.0952, "homo_lumo_gap_ev": 5.30, "smiles": "[O-]CCCCS", "de_lowest_kcal_mol": 29.6, "species": ["O", "C", "C", "C", "C", "S", "H", "H", "H", "H", "H", "H", "H", "H", "H"], "xyz": [[-0.687, 1.634, 2.786], [-0.609, 1.492, 1.471], [-0.293, -0.008, 1.024], [0.238, 0.000, -0.412], [0.271, -1.404, -1.044], [0.806, -1.456, -2.801], [0.188, 2.146, 1.049], [-1.557, 1.685, 0.871], [0.455, -0.337, 1.744], [-1.212, -0.590, 1.060], [-0.486, 0.542, -1.030], [1.227, 0.454, -0.432], [-0.746, -1.790, -1.068], [0.919, -2.059, -0.463], [1.485, -0.309, -2.754]], "forces_ev_per_a": [[-0.389, 0.065, 0.292], [-0.270, -0.964, 0.323], [0.508, 1.253, -0.542], [-0.664, -1.016, -0.158], [0.200, 0.324, 0.216], [-0.022, 0.067, 0.150], [0.143, -0.001, -0.620], [0.143, 0.388, 0.107], [-0.049, -0.415, 0.004], [-0.030, -0.157, 0.346], [0.332, 0.522, 0.035], [0.033, 0.170, -0.231], [0.026, -0.197, 0.195], [-0.100, -0.151, -0.033], [0.139, 0.112, -0.084]]}

=====

(5)
{"formula": "C4H9OS", "method": "the ωB97M-V functional and the def2-TZVPD basis", "charge": -1, "total_energy_ev": -17177.0694, "homo_lumo_gap_ev": 7.12, "de_lowest_kcal_mol": 7.2, "species": ["O", "C", "C", "C", "H", "H", "H", "H", "H", "H", "C", "S", "H", "H", "H"], "xyz": [[0.481, -0.177, 1.274], [0.145, 0.376, 0.202], [-1.303, 0.185, -0.305], [-2.259, 0.594, 0.804], [0.536, 1.396, 0.028], [-1.454, -0.873, -0.524], [-1.464, 0.742, -1.230], [-2.120, -0.047, 1.675], [-3.319, 0.627, 0.530], [-2.010, 1.603, 1.165], [2.651, -0.907, -0.658], [1.197, -0.503, -1.611], [2.387, -1.436, 0.262], [3.315, -1.568, -1.225], [3.218, -0.012, -0.388]], "forces_ev_per_a": [[0.075, -0.260, -0.126], [-0.407, -0.050, 0.094], [0.205, -0.282, 0.213], [-0.040, 0.765, 0.436], [-0.031, 0.069, -0.267], [0.113, -0.022, -0.079], [0.040, 0.100, 0.009], [-0.062, -0.151, -0.084], [0.092, -0.231, -0.150], [-0.035, -0.043, -0.113], [0.553, -0.276, 0.129], [-0.337, 0.141, -0.119], [-0.144, 0.163, 0.047], [-0.041, 0.090, -0.035], [0.020, -0.014, 0.046]]}

=====

(6)
{"formula": "C4H9OS", "method": "the ωB97M-V functional and the def2-TZVPD basis", "charge": -1, "total_energy_ev": -17176.6802, "homo_lumo_gap_ev": 7.05, "de_lowest_kcal_mol": 16.2, "species": ["O", "C", "C", "C", "H", "H", "H", "H", "H", "H", "C", "S", "H", "H", "H"], "xyz": [[-0.274, -1.553, 0.457], [-0.461, -0.474, -0.214], [0.334, -0.341, -1.570], [0.485, -1.645, -2.301], [-1.492, -0.027, -0.179], [1.349, -0.060, -1.228], [-0.099, 0.486, -2.155], [1.177, -2.277, -1.761], [0.904, -1.485, -3.302], [-0.514, -2.094, -2.300], [-0.305, 0.915, 2.302], [0.109, 1.554, 0.634], [0.010, -0.132, 2.371], [0.176, 1.593, 3.010], [-1.382, 0.825, 2.452]], "forces_ev_per_a": [[0.131, 1.989, -0.486], [-0.463, -1.521, -0.480], [0.590, 0.955, 1.776], [-0.627, 0.043, -0.150], [0.487, -0.526, -0.434], [-0.443, 0.321, -0.368], [0.157, -0.283, 0.056], [-0.087, -0.305, 0.181], [-0.328, -0.126, -0.033], [0.299, -0.463, -0.526], [-0.015, -0.021, -0.636], [0.134, -0.432, 0.598], [0.547, 0.221, 0.101], [-0.232, -0.410, 0.286], [-0.149, 0.559, 0.113]]}

=====

(7)
{"formula": "C4H9P", "method": "the ωB97M-V functional and the def2-TZVPD basis", "charge": 0, "total_energy_ev": -13577.0842, "homo_lumo_gap_ev": [8.20, 8.21], "de_lowest_kcal_mol": 97.2, "species": ["C", "C", "C", "C", "P", "H", "H", "H", "H", "H", "H", "H", "H", "H"], "xyz": [[-0.489, 0.475, -0.639], [-0.856, -0.250, 0.400], [-1.373, 1.237, -1.629], [1.013, -1.686, 1.657], [2.442, -0.705, 1.338], [0.517, 0.353, -0.951], [-1.445, -0.362, 1.288], [-0.729, 2.010, -2.149], [-2.143, 1.811, -1.136], [-1.844, 0.554, -2.297], [0.646, -2.479, 1.008], [0.547, -1.673, 2.661], [2.008, 0.606, 1.576], [2.107, -0.354, -0.053]], "forces_ev_per_a": [[-1.788, -0.991, 0.490], [1.397, 0.560, 0.486], [1.515, 1.568, 0.769], [-2.066, 0.589, 0.237], [0.392, 0.329, -1.785], [1.128, -0.095, -0.415], [-0.631, -0.083, -0.443], [-0.781, -1.097, 0.205], [-0.327, -0.013, 0.305], [-0.153, -0.401, -0.778], [0.519, 0.128, 0.118], [0.405, 0.006, -0.675], [-0.275, 0.228, 0.791], [0.665, -0.729, 0.693]]}

=====

(8)
{"formula": "C4H9P", "method": "the ωB97M-V functional and the def2-TZVPD basis", "charge": 0, "total_energy_ev": -13578.6148, "homo_lumo_gap_ev": [6.77, 8.91], "de_lowest_kcal_mol": 61.9, "species": ["C", "C", "C", "C", "P", "H", "H", "H", "H", "H", "H", "H", "H", "H"], "xyz": [[0.728, 0.354, -0.139], [0.298, 1.743, -0.031], [-1.468, -0.783, 0.396], [-0.170, -0.778, -0.423], [2.956, -0.343, 0.166], [1.085, 2.437, -0.320], [0.025, 1.974, 1.006], [-0.589, 1.917, -0.649], [-1.247, -0.728, 1.460], [-2.007, -1.709, 0.206], [-2.111, 0.052, 0.130], [0.356, -1.719, -0.254], [-0.435, -0.747, -1.489], [2.579, -1.670, -0.061]], "forces_ev_per_a": [[4.590, -2.095, 0.565], [0.055, 0.389, 0.086], [0.172, -0.014, -0.072], [-0.294, -0.295, -0.001], [-3.860, 2.072, -0.457], [-0.041, 0.045, 0.007], [-0.067, 0.066, 0.005], [0.000, 0.078, -0.025], [-0.021, 0.002, 0.101], [-0.112, -0.001, 0.007], [-0.098, 0.089, 0.026], [-0.076, 0.100, -0.128], [-0.017, -0.041, -0.058], [-0.232, -0.395, -0.058]]}

=====

(9)
{"formula": "C4H9PS2", "method": "the ωB97M-V functional and the def2-TZVPD basis", "charge": 0, "total_energy_ev": -35249.4380, "homo_lumo_gap_ev": [6.97, 6.97], "de_lowest_kcal_mol": 66.0, "species": ["C", "C", "C", "C", "P", "S", "S", "H", "H", "H", "H", "H", "H", "H", "H", "H"], "xyz": [[0.852, -0.474, 0.176], [-2.831, 0.371, 0.044], [-0.337, 0.232, 0.296], [-1.641, -0.603, 0.003], [3.747, -0.256, -0.121], [1.634, -1.902, 0.358], [2.761, 1.489, -0.109], [-2.527, 1.367, -0.365], [-3.690, -0.090, -0.406], [-3.137, 0.748, 0.978], [-0.458, 0.926, 1.147], [-0.325, 1.036, -0.501], [-1.664, -1.330, 0.747], [-1.525, -1.254, -0.950], [5.182, 0.208, 0.174], [3.959, -0.469, -1.470]], "forces_ev_per_a": [[4.402, -3.522, 1.700], [1.097, 0.322, -1.245], [-3.036, 1.585, -2.364], [0.892, 0.976, -1.079], [2.866, 1.033, 0.729], [-2.543, 3.761, -0.801], [-1.171, -0.902, 0.215], [-0.426, -0.974, -0.822], [-0.458, 0.292, -0.549], [-0.152, -0.457, 1.867], [0.490, -0.816, 0.244], [0.269, -0.689, 0.393], [-0.488, -1.310, 1.577], [-0.268, 1.644, 1.172], [-1.712, -0.655, -0.310], [0.239, -0.289, -0.728]]}

=====

(10)
{"formula": "C4H9S", "method": "the ωB97M-V functional and the def2-TZVPD basis", "charge": -2, "total_energy_ev": -15123.3882, "spin_multiplicity": 2, "homo_lumo_gap_ev": [2.21, 6.07], "s_squared": 0.751, "de_lowest_kcal_mol": 43.6, "species": ["C", "S", "H", "H", "H", "C", "C", "C", "H", "H", "H", "H", "H", "H"], "xyz": [[-0.237, -1.772, 1.964], [-1.205, -2.686, 0.686], [-0.565, -1.889, 3.091], [-0.151, -0.651, 1.732], [0.812, -2.059, 1.970], [0.402, -0.161, -1.081], [0.289, 1.370, -1.498], [-0.188, 2.365, -0.672], [1.194, -0.689, -1.692], [-0.535, -0.710, -1.179], [0.457, -0.061, 0.051], [0.612, 1.537, -2.515], [0.172, 3.281, -1.002], [-1.058, 2.126, 0.143]], "forces_ev_per_a": [[-0.178, 1.154, 1.122], [0.127, -0.036, 0.799], [0.209, 0.235, -2.053], [-0.587, -1.378, 0.533], [0.230, -0.395, -0.070], [-0.978, 2.211, 0.476], [-0.894, -1.253, 1.951], [-1.443, -3.970, -0.322], [-0.572, 0.603, 1.204], [-0.020, -0.080, -0.401], [0.906, -0.874, -1.615], [0.724, 0.604, 0.197], [-0.472, 2.453, -0.219], [2.946, 0.726, -1.602]]}

=====

(11)
{"formula": "C4HCl2N", "method": "the ωB97M-V functional and the def2-TZVPD basis", "charge": 0, "total_energy_ev": -30693.2361, "homo_lumo_gap_ev": [7.07, 7.07], "de_lowest_kcal_mol": 76.5, "species": ["C", "C", "C", "C", "N", "Cl", "Cl", "H"], "xyz": [[-0.276, -0.148, -0.027], [-1.405, -0.610, -0.280], [-1.238, 1.609, 0.440], [-2.656, 0.022, -0.056], [-2.466, 1.310, 0.142], [-0.461, 2.953, -0.131], [-4.174, -0.727, -0.018], [0.777, -0.231, -0.012]], "forces_ev_per_a": [[-0.377, -0.015, 0.753], [-0.837, -0.588, -0.367], [0.300, -1.583, 0.534], [1.212, 0.419, -0.351], [-1.061, 0.555, -0.004], [0.177, 0.912, -0.510], [0.031, 0.013, 0.131], [0.555, 0.288, -0.188]]}

=====

(12)
{"formula": "C4HClF3NS2", "method": "the ωB97M-V functional and the def2-TZVPD basis", "charge": 0, "total_energy_ev": -47994.2658, "homo_lumo_gap_ev": 7.93, "de_lowest_kcal_mol": 113.9, "species": ["C", "C", "C", "C", "N", "F", "F", "F", "S", "S", "Cl", "H"], "xyz": [[0.792, -0.436, -0.078], [-1.374, 1.453, -0.923], [-1.342, 0.227, 1.081], [1.799, -1.443, -0.684], [-1.418, 1.392, 0.410], [1.414, -2.087, -1.794], [3.023, -0.944, -1.022], [2.007, -2.296, 0.348], [-1.671, 0.074, 2.664], [-0.689, -1.131, 0.166], [-1.057, 2.996, -1.392], [-1.484, 2.196, 1.224]], "forces_ev_per_a": [[0.351, -0.732, -0.793], [0.099, -0.964, 0.654], [-0.513, -1.053, 1.540], [0.342, 0.579, 0.430], [-0.511, 2.821, 2.381], [-0.454, -0.283, 0.337], [-1.054, 0.206, 0.611], [0.276, -0.424, -0.491], [0.027, -0.016, -0.459], [1.155, -0.353, -0.522], [0.016, 1.842, -0.717], [0.265, -1.622, -2.970]]}